{
  "formula": "C41H43BN8P2S4Ta",
  "method": "ωB97M-V/def2-TZVPD",
  "lumo_ha": -0.358,
  "total_charge": 3,
  "homo_energy_ev": -15.583,
  "gap_ev": 5.828,
  "symbols": ["Ta", "C", "S", "C", "S", "N", "N", "C", "C", "C", "C", "C", "C", "N", "H", "H", "H", "H", "H", "H", "H", "H", "C", "N", "P", "C", "C", "C", "C", "C", "C", "C", "C", "C", "C", "C", "C", "P", "C", "C", "C", "C", "C", "C", "C", "C", "C", "C", "C", "C", "H", "H", "H", "H", "H", "H", "H", "H", "H", "H", "H", "H", "H", "H", "H", "H", "H", "H", "H", "H", "H", "H", "H", "C", "N", "C", "C", "N", "B", "N", "C", "C", "N", "C", "C", "S", "C", "S", "H", "H", "H", "H", "H", "H", "H", "H", "H", "H", "H", "H"],
  "xyz": [[0.35373, 1.09982, -0.20488], [-2.11649, 4.26254, -3.86961], [-0.55028, 3.58340, -4.45461], [0.03871, 2.70664, -3.08500], [-0.76963, 2.80872, -1.50356], [1.10607, 2.04055, -3.23942], [1.50817, 1.30105, -2.12950], [2.71862, 0.86686, -2.25513], [3.26479, -0.03809, -1.33939], [4.58204, -0.34032, -1.36504], [5.24414, -1.27972, -0.51195], [4.67188, -2.34788, 0.08775], [3.34260, -2.91637, -0.12137], [2.35459, -0.57778, -0.35719], [-2.47305, 4.87086, -4.69950], [-1.97333, 4.90462, -3.00187], [-2.83545, 3.46970, -3.67352], [3.29590, 1.22057, -3.10490], [5.20293, 0.23771, -2.04713], [6.31443, -1.15306, -0.38815], [5.31321, -2.93858, 0.73801], [3.10760, -3.80544, 0.45120], [-2.81504, -1.04793, 1.26792], [-1.71138, -1.55244, 0.37062], [-1.59681, -0.68117, -1.13651], [-1.13811, -1.80409, -2.46685], [-0.36719, -1.28382, -3.50586], [-0.12321, -2.04736, -4.64514], [-0.65733, -3.32336, -4.74715], [-1.41977, -3.84728, -3.70563], [-1.65638, -3.09640, -2.56596], [-3.32156, -0.24436, -1.49269], [-3.73908, 1.06378, -1.72086], [-5.06942, 1.33249, -2.02747], [-5.98875, 0.29958, -2.09709], [-5.58075, -1.00894, -1.85912], [-4.25675, -1.28395, -1.56604], [-0.12948, -1.37723, 1.05168], [-0.20891, -2.13136, 2.67834], [0.67710, -1.67613, 3.65252], [0.70317, -2.28399, 4.90099], [-0.16046, -3.33505, 5.17320], [-1.05041, -3.78471, 4.19979], [-1.08210, -3.18656, 2.94892], [0.82760, -2.49412, 0.01964], [2.12961, -2.04537, -0.46871], [2.76776, -2.90977, -1.54761], [2.03853, -4.10434, -1.97187], [0.98528, -4.55695, -1.27938], [0.36869, -3.72337, -0.27454], [-3.76338, -1.45424, 0.93718], [-2.89696, 0.03894, 1.27794], [-2.63997, -1.38490, 2.28212], [0.01718, -0.27072, -3.45347], [0.46659, -1.63551, -5.45718], [-0.48472, -3.91347, -5.64057], [-1.83443, -4.84562, -3.78648], [-2.23902, -3.52136, -1.75580], [-3.03574, 1.87307, -1.67248], [-5.38748, 2.35310, -2.21278], [-7.02475, 0.50779, -2.33814], [-6.29885, -1.81938, -1.90326], [-3.96045, -2.30844, -1.38983], [1.34620, -0.84372, 3.44256], [1.38474, -1.92865, 5.66445], [-0.14953, -3.80367, 6.15102], [-1.73060, -4.59891, 4.42004], [-1.78565, -3.53680, 2.20128], [2.78013, -0.42605, 0.55338], [3.42950, -2.44743, -2.26559], [2.39185, -4.62519, -2.85434], [0.51155, -5.49313, -1.54728], [-0.56820, -4.05743, 0.16287], [-3.17120, 3.97241, 0.40452], [-1.90618, 4.43624, 0.99465], [-1.54234, 5.76172, 1.12144], [-0.36947, 5.77850, 1.79449], [-0.02033, 4.47231, 2.08678], [1.04013, 4.24532, 3.25445], [1.77403, 2.82967, 3.30044], [2.19624, 2.41304, 4.55260], [3.17487, 1.49912, 4.38918], [3.34495, 1.34832, 3.02572], [4.39349, 0.52062, 2.42376], [2.47727, 2.16531, 2.38973], [2.37142, 2.31012, 0.64726], [-0.95504, 3.68776, 1.57661], [-0.95280, 1.93783, 1.66380], [-3.29601, 4.41324, -0.58075], [-4.00146, 4.27154, 1.03807], [-3.16193, 2.89102, 0.32118], [-2.15058, 6.56809, 0.73700], [0.23776, 6.61179, 2.11680], [1.88965, 5.09029, 3.12447], [0.42544, 4.32428, 4.28926], [1.77814, 2.83164, 5.45689], [3.77379, 0.96253, 5.11127], [5.33161, 0.70380, 2.93906], [4.51422, 0.79087, 1.38093], [4.15025, -0.53727, 2.51431]]
}

{
  "formula": "C41H43FeN4OP2S3Se2Te2",
  "method": "ωB97M-V/def2-TZVPD",
  "lumo_ha": [0.084, 0.084],
  "total_charge": -1,
  "homo_energy_ev": [-3.029, -3.061],
  "gap_ev": [5.315, 5.344],
  "spin_multiplicity": 5,
  "symbols": ["Fe", "C", "N", "C", "P", "C", "C", "C", "C", "C", "C", "C", "C", "C", "C", "C", "C", "C", "C", "C", "C", "C", "C", "P", "C", "C", "C", "C", "C", "C", "C", "C", "C", "C", "C", "C", "H", "H", "H", "H", "H", "H", "H", "H", "H", "H", "H", "H", "H", "H", "H", "H", "H", "H", "H", "H", "H", "H", "H", "H", "H", "H", "H", "H", "H", "Se", "Te", "Te", "Se", "C", "O", "H", "H", "H", "H", "S", "C", "N", "C", "C", "S", "H", "H", "H", "H", "H", "C", "C", "C", "C", "N", "C", "S", "N", "H", "H", "H", "H", "H"],
  "xyz": [[0.63870, 0.05210, -0.30250], [-1.61140, 2.58770, -0.85930], [-1.19670, 3.64440, 0.00870], [-0.12470, 3.32470, 0.89980], [1.22080, 2.37880, -0.02190], [2.62170, 3.02720, 0.94840], [2.54430, 3.12390, 2.33950], [3.61660, 3.60110, 3.06760], [4.78320, 3.98470, 2.42690], [4.86740, 3.88680, 1.04800], [3.80430, 3.40070, 0.31540], [1.30970, 3.51820, -1.44670], [1.25750, 3.06730, -2.75900], [1.24770, 3.96240, -3.81230], [1.27730, 5.32210, -3.56200], [1.34510, 5.78020, -2.25700], [1.36240, 4.88880, -1.20290], [-1.69170, 4.91600, -0.13830], [-2.29800, 5.31780, -1.33430], [-2.83460, 6.58230, -1.45890], [-2.77050, 7.48810, -0.41500], [-2.17570, 7.10000, 0.77430], [-1.65380, 5.83180, 0.92070], [-1.48890, 0.93780, -0.05460], [-2.84350, 0.11470, -0.94770], [-3.10060, 0.39350, -2.28930], [-4.19070, -0.18450, -2.90740], [-5.02250, -1.04320, -2.20560], [-4.72650, -1.37790, -0.89660], [-3.63390, -0.81340, -0.27040], [-2.36640, 1.16540, 1.54040], [-3.18550, 2.27720, 1.75100], [-3.79780, 2.46660, 2.97480], [-3.63940, 1.54220, 3.99560], [-2.85690, 0.41820, 3.78990], [-2.21080, 0.24580, 2.57900], [-0.97250, 2.48990, -1.76410], [-2.64410, 2.75140, -1.19450], [-0.47720, 2.66820, 1.72440], [0.27970, 4.23540, 1.34750], [1.63140, 2.85710, 2.86180], [3.53970, 3.66310, 4.14530], [5.61850, 4.35770, 3.00760], [5.77500, 4.16570, 0.53200], [3.89010, 3.30900, -0.75970], [1.21910, 2.00540, -2.96270], [1.21470, 3.59300, -4.82740], [1.25740, 6.02360, -4.38360], [1.37730, 6.84200, -2.06040], [1.42450, 5.26400, -0.19090], [-2.33480, 4.64650, -2.17830], [-3.30290, 6.86360, -2.39110], [-3.18200, 8.48130, -0.52290], [-2.12950, 7.78800, 1.60750], [-1.23430, 5.54170, 1.87360], [-2.45320, 1.05090, -2.85560], [-4.39350, 0.05510, -3.94090], [-5.88970, -1.46920, -2.68690], [-5.34690, -2.06410, -0.33950], [-3.40820, -1.09790, 0.75200], [-3.34770, 3.00970, 0.97470], [-4.39960, 3.35210, 3.13200], [-4.12430, 1.69820, 4.94840], [-2.73510, -0.32340, 4.56850], [-1.58700, -0.63880, 2.46490], [-0.41740, -1.74570, 0.31210], [-1.23110, -3.91110, 1.22480], [2.44700, -4.23720, 0.31900], [1.77550, -1.86090, 0.01160], [1.30570, -0.42770, 3.20840], [1.47150, 0.26830, 1.97890], [0.79040, 0.20350, 3.93660], [2.27150, -0.74720, 3.60170], [0.69980, -1.31720, 3.01090], [2.19310, 0.90910, 2.07850], [0.05510, -0.20340, -2.65560], [0.82750, -1.60720, -3.13240], [2.14860, -1.75550, -3.25940], [2.63740, -3.10930, -3.39480], [1.50340, -3.92300, -4.01190], [-0.04220, -3.06630, -3.53190], [2.75730, -1.06840, -2.80460], [2.91270, -3.50850, -2.40410], [3.52390, -3.10720, -4.03380], [1.45970, -4.93990, -3.62550], [1.53920, -3.92650, -5.10380], [6.08160, -3.01230, -0.62240], [5.64880, -1.64670, -0.22540], [6.35220, -0.89300, 0.71790], [5.84220, 0.34750, 1.04780], [4.76060, 0.84580, 0.47610], [4.19650, 0.08670, -0.45930], [2.89320, 0.75460, -1.37330], [4.56560, -1.14870, -0.80760], [7.06630, -3.23830, -0.22200], [6.09940, -3.10140, -1.70650], [5.34590, -3.72750, -0.23970], [7.25080, -1.27010, 1.17580], [6.31740, 0.98640, 1.78720]]
}

{
  "formula": "C41H44As2B2BaF8I2N3O3",
  "method": "ωB97M-V/def2-TZVPD",
  "lumo_ha": 0.067,
  "total_charge": -1,
  "homo_energy_ev": -5.840,
  "gap_ev": 7.654,
  "symbols": ["Ba", "C", "C", "As", "C", "C", "C", "C", "C", "C", "C", "C", "C", "C", "C", "C", "As", "C", "C", "C", "C", "C", "C", "C", "C", "C", "C", "C", "C", "H", "H", "H", "H", "H", "H", "H", "H", "H", "H", "H", "H", "H", "H", "H", "H", "H", "H", "H", "H", "H", "H", "H", "H", "C", "C", "N", "C", "C", "N", "C", "C", "H", "H", "H", "H", "H", "H", "H", "H", "H", "H", "H", "H", "F", "B", "F", "F", "F", "F", "B", "F", "F", "F", "N", "C", "O", "C", "I", "H", "H", "H", "H", "I", "C", "C", "C", "C", "C", "C", "C", "O", "O", "H", "H", "H", "H"],
  "xyz": [[-1.82508, 0.91203, 1.52852], [2.35870, -0.09097, 0.80684], [2.68926, 1.40308, 0.74104], [1.23377, 2.42945, -0.13073], [1.82012, 2.00426, -1.95346], [1.08751, 1.05825, -2.66405], [1.48117, 0.68600, -3.94562], [2.60321, 1.25716, -4.52647], [3.33397, 2.20683, -3.82293], [2.94296, 2.57810, -2.54461], [1.99021, 4.21654, 0.04200], [3.29105, 4.47480, 0.46682], [3.76421, 5.77896, 0.53603], [2.94155, 6.83706, 0.17800], [1.64173, 6.58833, -0.23834], [1.16642, 5.28623, -0.30119], [1.15698, -0.46387, 2.33072], [2.31588, 0.19357, 3.74942], [1.77412, 1.04942, 4.70031], [2.57571, 1.57142, 5.71027], [3.91901, 1.23792, 5.77031], [4.46505, 0.37604, 4.82494], [3.66517, -0.14522, 3.82105], [1.43681, -2.37576, 2.51658], [1.67277, -3.16783, 1.39947], [1.77472, -4.54827, 1.51841], [1.64257, -5.14662, 2.76260], [1.40767, -4.35927, 3.88307], [1.29873, -2.98158, 3.76243], [3.25987, -0.70285, 0.88097], [1.82594, -0.41142, -0.09508], [3.61128, 1.56409, 0.17997], [2.83314, 1.82447, 1.73793], [0.19685, 0.63034, -2.21668], [0.90282, -0.04830, -4.49561], [2.90466, 0.97018, -5.52636], [4.20664, 2.66287, -4.27459], [3.51166, 3.32990, -2.00866], [3.94709, 3.66280, 0.75102], [4.77668, 5.96643, 0.87236], [3.31008, 7.85392, 0.23370], [0.98672, 7.40931, -0.50120], [0.13929, 5.10367, -0.58890], [0.72430, 1.31558, 4.65785], [2.14455, 2.24011, 6.44395], [4.54426, 1.64711, 6.55409], [5.51418, 0.11110, 4.87378], [4.09170, -0.82327, 3.09013], [1.77161, -2.71082, 0.42403], [1.95386, -5.15277, 0.63699], [1.71846, -6.22245, 2.86049], [1.29519, -4.82047, 4.85638], [1.08126, -2.37899, 4.63453], [-1.44182, -1.76406, -3.02333], [-1.56898, -2.81945, -4.15618], [-0.91455, -4.07015, -3.76253], [0.50257, -3.79744, -3.51660], [0.65296, -2.72497, -2.40132], [-0.66338, -2.31498, -1.91323], [-1.36486, -3.48721, -1.39598], [-1.52331, -4.55019, -2.51760], [-2.42188, -1.47989, -2.63638], [-0.96325, -0.84902, -3.37101], [-1.10225, -2.47222, -5.08182], [-2.61573, -3.03851, -4.37968], [0.95492, -3.46560, -4.45489], [0.98381, -4.73705, -3.23324], [1.17777, -1.84006, -2.76509], [1.21999, -3.12223, -1.55852], [-2.33626, -3.15993, -1.02619], [-0.80473, -3.87343, -0.54099], [-2.57670, -4.76140, -2.71643], [-1.04527, -5.49459, -2.24615], [-3.00910, 3.25787, 2.08436], [-1.88931, 4.17100, 2.14735], [-0.79614, 3.26471, 2.45282], [-2.04732, 5.10183, 3.13554], [-1.68792, 4.72520, 0.89609], [-3.28795, -2.03867, 4.58963], [-2.44255, -0.92401, 4.66258], [-2.92912, 0.05843, 3.72500], [-1.13951, -1.27396, 4.26139], [-2.43324, -0.37480, 5.93420], [-4.24848, -1.96623, 1.25618], [-3.02324, -2.41356, 1.57530], [-2.01708, -1.76684, 1.30255], [-2.88653, -3.75161, 2.25964], [-3.59461, -5.35989, 1.03505], [-4.30356, -1.11499, 0.70147], [-5.07717, -2.42312, 1.58968], [-3.44726, -3.78764, 3.18775], [-1.83377, -3.93153, 2.44635], [-5.38355, 2.64526, -6.88103], [-4.61232, 2.10560, -5.02040], [-3.25909, 2.27775, -4.76514], [-2.74989, 1.90373, -3.53083], [-3.58423, 1.37177, -2.55565], [-4.93755, 1.21529, -2.82263], [-5.45837, 1.57629, -4.05594], [-3.00557, 0.92785, -1.23667], [-1.75645, 0.90343, -1.12457], [-3.79801, 0.58912, -0.31017], [-2.60773, 2.69559, -5.52098], [-1.69586, 2.01685, -3.31065], [-5.57293, 0.80729, -2.04767], [-6.51160, 1.44780, -4.26597]]
}